Arrangement a

{
  "formula": "C6H12N2O",
  "method": "ωB97M-V/def2-TZVPD",
  "mol_weight_g_mol": 128.2,
  "e_homo_ev": -6.88,
  "lumo_ev": 0.7,
  "smiles": "CN1C(N)=C(O)C1(C)C",
  "homo_lumo_gap_ha": 0.2782,
  "symbols": ["C", "C", "C", "C", "C", "C", "N", "O", "N", "H", "H", "H", "H", "H", "H", "H", "H", "H", "H", "H", "H"],
  "positions_angstrom": [[-0.602, 2.029, 0.316], [1.690, -0.523, -1.302], [1.547, 0.085, 1.141], [-0.348, -1.255, 0.060], [-1.295, -0.305, -0.092], [0.784, -0.302, -0.109], [-2.674, -0.233, 0.066], [-0.306, -2.632, 0.059], [-0.441, 0.774, -0.392], [-1.172, -2.974, -0.190], [-3.157, -1.099, -0.133], [-3.090, 0.542, -0.432], [0.305, 2.620, 0.181], [-1.429, 2.587, -0.129], [-0.799, 1.910, 1.389], [2.355, -1.365, -1.114], [1.099, -0.731, -2.191], [0.870, 0.232, 1.979], [2.124, 0.995, 0.981], [2.240, -0.719, 1.391], [2.298, 0.363, -1.480]]
}

Arrangement b

{
  "formula": "C6H12N2O",
  "method": "ωB97M-V/def2-TZVPD",
  "mol_weight_g_mol": 128.2,
  "e_homo_ev": -8.42,
  "lumo_ev": 0.8,
  "smiles": "C=C(C)[C@]1(O)[C@H](N)[C@@H]1N",
  "homo_lumo_gap_ha": 0.3389,
  "symbols": ["C", "C", "C", "C", "C", "C", "H", "H", "H", "H", "H", "H", "H", "H", "H", "H", "H", "H", "N", "N", "O"],
  "positions_angstrom": [[0.776, 0.438, 2.330], [-0.178, 0.240, 1.167], [-1.246, -0.556, 1.614], [0.058, 0.812, -0.332], [0.803, 0.419, -1.467], [-0.739, 0.118, -1.446], [1.758, 0.395, 1.961], [0.615, 1.434, 3.047], [0.232, -0.385, 3.012], [-0.930, -0.825, 2.754], [-2.078, -1.125, 1.015], [-1.119, 2.378, -0.585], [1.331, 1.290, -2.016], [2.498, -0.513, -0.674], [1.303, -1.800, -1.539], [-1.283, 0.598, -2.345], [-1.976, -1.480, -1.317], [-0.574, -1.682, -2.121], [1.849, -0.672, -1.321], [-1.037, -1.237, -1.285], [-0.062, 2.154, -0.455]]
}

Most stable structure - arrangement a; separation to the second - 530.9 kJ/mol.

Arrangement a

{
  "formula": "C3H5ClN2O2",
  "method": "ωB97M-V/def2-TZVPD",
  "mol_weight_g_mol": 136.5,
  "e_homo_ev": -10.51,
  "lumo_ev": -0.6,
  "smiles": "[H]/N=C(/C)[C@@H](Cl)[N+](=O)[O-]",
  "homo_lumo_gap_ha": 0.3659,
  "symbols": ["C", "C", "C", "N", "N", "O", "O", "Cl", "H", "H", "H", "H", "H"],
  "positions_angstrom": [[-0.375, 0.499, 0.437], [-1.641, 0.119, -0.326], [0.837, 0.112, -0.588], [-0.208, 0.896, 1.620], [1.288, -1.064, 0.051], [0.983, -2.131, -0.478], [1.847, -0.900, 1.090], [1.965, 1.418, -0.525], [-2.585, 0.379, 0.303], [-1.604, -0.973, -0.460], [-1.715, 0.623, -1.341], [0.413, 0.027, -1.545], [0.794, 0.996, 1.762]]
}

Arrangement b

{
  "formula": "C3H5ClN2O2",
  "method": "ωB97M-V/def2-TZVPD",
  "mol_weight_g_mol": 136.5,
  "e_homo_ev": -8.76,
  "lumo_ev": 0.3,
  "smiles": "N/C=C(/Cl)C(=O)NO",
  "homo_lumo_gap_ha": 0.3325,
  "symbols": ["C", "C", "C", "H", "H", "H", "H", "H", "N", "N", "O", "O", "Cl"],
  "positions_angstrom": [[-0.611, 1.246, 0.082], [-1.104, 0.028, -0.004], [-0.545, -1.293, 0.293], [0.861, 2.712, 0.119], [1.415, 1.106, 0.730], [-1.369, 1.954, -0.082], [0.954, -2.572, -0.023], [1.722, -0.585, -1.472], [0.597, 1.770, 0.646], [0.616, -1.642, -0.328], [-1.245, -2.112, 0.880], [1.562, -0.585, -0.517], [-2.854, -0.028, -0.324]]
}

Most stable structure - arrangement b; separation to the second - 145.1 kJ/mol.

Arrangement a

{
  "formula": "C6H6NO2",
  "method": "ωB97M-V/def2-TZVPD",
  "mol_weight_g_mol": 124.1,
  "e_homo_ev": -2.01,
  "total_charge": -1,
  "lumo_ev": 3.8,
  "homo_lumo_gap_ha": 0.2126,
  "symbols": ["C", "C", "C", "C", "C", "C", "N", "O", "O", "H", "H", "H", "H", "H", "H"],
  "positions_angstrom": [[0.129, 0.973, 3.119], [0.748, -0.133, 2.966], [1.127, 1.217, 0.193], [0.261, 2.212, 2.256], [-0.428, -0.805, -0.612], [-0.131, 0.665, -0.438], [1.028, 1.955, 1.201], [1.500, -0.981, 2.621], [-0.008, 3.303, 2.719], [-0.531, 1.185, 3.940], [-0.410, -1.307, 0.422], [0.311, -1.440, -1.171], [-1.219, -1.068, -1.220], [-1.000, 1.086, 0.017], [-0.051, 0.907, -1.482]]
}

Arrangement b

{
  "formula": "C6H6NO2",
  "method": "ωB97M-V/def2-TZVPD",
  "mol_weight_g_mol": 124.1,
  "e_homo_ev": -3.27,
  "total_charge": -1,
  "lumo_ev": 3.8,
  "smiles": "O=C=C=C([O-])NC1CC1",
  "homo_lumo_gap_ha": 0.2581,
  "symbols": ["C", "C", "C", "C", "C", "C", "N", "O", "O", "H", "H", "H", "H", "H", "H"],
  "positions_angstrom": [[2.905, 0.007, 0.165], [3.765, 0.480, 0.939], [2.250, -1.007, -0.532], [-0.052, 0.984, 0.300], [-0.728, -0.425, 0.432], [-0.045, -0.070, -0.851], [1.164, -0.752, -1.405], [4.554, 1.141, 1.599], [2.795, -2.132, -0.638], [-0.666, 0.152, -1.691], [-0.729, 1.799, 0.279], [0.956, 1.262, 0.773], [-0.266, -1.111, 1.056], [-1.784, -0.452, 0.565], [0.816, -1.527, -1.800]]
}

Most stable structure - arrangement b; separation to the second - 130.9 kJ/mol.

Arrangement a

{
  "formula": "C5H15N3O",
  "method": "ωB97M-V/def2-TZVPD",
  "mol_weight_g_mol": 133.2,
  "e_homo_ev": -8.61,
  "lumo_ev": 0.8,
  "smiles": "[H]/N=C(/N)O.[H]/N=C/C.CC",
  "homo_lumo_gap_ha": 0.3443,
  "symbols": ["C", "C", "C", "C", "N", "H", "H", "H", "H", "H", "H", "H", "H", "H", "H", "H", "C", "N", "N", "O", "H", "H", "H", "H"],
  "positions_angstrom": [[1.801, 0.835, 0.061], [0.184, -1.464, 1.099], [2.142, 0.267, -1.268], [-0.635, -2.711, 0.789], [1.129, 1.916, 0.153], [2.366, 0.451, 0.912], [-0.003, 2.329, -0.630], [0.944, 2.263, 1.088], [-0.002, -1.124, 2.120], [1.245, -1.706, 1.043], [1.545, 0.725, -2.056], [1.950, -0.811, -1.258], [3.197, 0.423, -1.473], [-0.497, -3.000, -0.251], [-0.351, -3.549, 1.425], [-1.696, -2.505, 0.921], [-1.662, 1.264, -0.710], [-1.381, 0.035, -0.982], [-2.373, 1.516, 0.446], [-1.041, 2.320, -1.224], [-2.966, 0.763, 0.760], [-0.255, -0.640, 0.389], [-0.909, -0.053, -1.875], [-2.734, 2.454, 0.523]]
}

Arrangement b

{
  "formula": "C5H15N3O",
  "method": "ωB97M-V/def2-TZVPD",
  "mol_weight_g_mol": 133.2,
  "e_homo_ev": -6.72,
  "lumo_ev": 1.0,
  "smiles": "NC=C(N)N.CCOC",
  "homo_lumo_gap_ha": 0.2818,
  "symbols": ["C", "C", "C", "O", "H", "H", "H", "H", "H", "H", "H", "H", "C", "N", "N", "N", "C", "H", "H", "H", "H", "H", "H", "H"],
  "positions_angstrom": [[2.161, -0.794, 0.556], [0.886, -2.054, -1.102], [2.365, 0.499, -0.218], [0.929, -1.505, 0.189], [2.992, -1.491, 0.382], [2.084, -0.597, 1.627], [1.785, -2.649, -1.308], [0.787, -1.279, -1.871], [0.024, -2.723, -1.127], [1.508, 1.156, -0.068], [2.515, 0.306, -1.278], [3.251, 1.006, 0.158], [-1.396, 0.959, 0.638], [-0.354, 1.799, 1.100], [-1.534, -0.230, 1.377], [-3.332, 0.656, -0.843], [-2.168, 1.327, -0.399], [-2.252, -0.847, 1.019], [-0.660, -0.745, 1.422], [-0.551, 2.776, 0.925], [-0.167, 1.652, 2.085], [-3.488, 0.788, -1.836], [-3.312, -0.333, -0.624], [-2.071, 2.324, -0.802]]
}

Arrangement c

{
  "formula": "C5H15N3O",
  "method": "ωB97M-V/def2-TZVPD",
  "mol_weight_g_mol": 133.2,
  "e_homo_ev": -7.80,
  "lumo_ev": 0.8,
  "smiles": "C=C(O)N(C)C.CNN",
  "homo_lumo_gap_ha": 0.3162,
  "symbols": ["C", "C", "N", "C", "C", "O", "H", "H", "H", "H", "H", "H", "H", "H", "H", "C", "N", "N", "H", "H", "H", "H", "H", "H"],
  "positions_angstrom": [[1.353, 0.555, 1.786], [1.600, 1.334, -0.526], [0.678, 1.002, 0.562], [-0.623, 1.482, 0.615], [-1.275, 2.099, -0.376], [-1.297, 1.208, 1.784], [-2.240, 1.381, 1.633], [0.688, -0.029, 2.431], [1.725, 1.418, 2.349], [2.203, -0.095, 1.551], [1.124, 1.235, -1.507], [1.974, 2.356, -0.410], [2.460, 0.654, -0.535], [-0.812, 2.297, -1.336], [-2.308, 2.412, -0.280], [-0.774, -2.561, -0.010], [-1.076, -1.498, -0.965], [-0.401, -1.731, -2.217], [-0.769, -0.609, -0.545], [-0.724, -2.594, -2.660], [0.611, -1.809, -2.104], [-1.320, -2.376, 0.921], [-1.091, -3.537, -0.390], [0.294, -2.594, 0.228]]
}

Most stable structure - arrangement a; separation to the second - 9.2 kJ/mol.